# C32H33IrN8O4

C32H33IrN8O4 as an isolated structure (ωB97M-V with the def2-TZVPD basis set, the Open Molecules 2025 dataset).

Geometry (Å):
C (-2.8659, 1.0575, 4.7960)
C (-0.1254, -3.7107, -0.3711)
C (-3.4208, 0.8210, 2.4843)
C (-0.2860, -2.3558, -0.1650)
H (-3.1580, 1.2216, 5.8244)
N (-4.2977, 1.1294, -2.1369)
H (3.8088, 1.3409, 3.1088)
H (-3.3143, 1.2709, -2.2924)
C (-3.8248, 1.0156, 3.7923)
C (2.8624, 4.3336, -2.9737)
C (1.0774, -4.5590, -0.0087)
N (2.3193, -4.2733, -0.4934)
H (1.1824, 4.8335, 0.8170)
N (-3.8809, 0.8008, 0.1288)
H (-0.1759, 0.5325, 2.8243)
H (-4.8791, 1.1355, 3.9918)
H (2.7520, -3.3967, -3.2043)
C (1.7348, 2.6757, -1.6133)
C (2.4402, 1.6443, -2.2837)
C (3.2254, 2.1072, 2.6160)
H (3.9432, 3.6885, 3.8693)
H (0.5110, -1.7443, 0.2343)
H (2.2796, 0.6163, -1.9938)
C (-1.2404, -4.4412, -0.8000)
H (0.9018, 0.6102, 0.4937)
C (4.2670, -5.4961, -1.4809)
C (2.1917, -2.7766, -2.5069)
H (2.8681, -6.2017, 0.0035)
C (-1.2066, 0.6776, 3.1223)
C (1.9433, 4.0279, -2.0047)
C (-1.5325, 0.8896, 4.4499)
C (0.9402, 2.3160, -0.4032)
N (-1.4463, -1.7254, -0.4158)
H (4.9143, -4.6477, -1.7039)
H (3.9609, 1.1805, -3.6938)
Ir (-1.7961, 0.3497, 0.0112)
C (-6.4990, 1.0660, 0.5824)
N (-7.7845, 1.1157, 0.8387)
C (2.6910, -2.9911, -1.0752)
H (4.3134, 3.5475, -4.3645)
H (3.9775, -4.9934, 0.5843)
C (-2.5016, -2.4285, -0.8642)
H (2.3164, -2.1926, -0.4288)
H (-4.9355, 1.4051, -2.8694)
N (-5.6445, 0.9764, 1.6464)
H (-8.4604, 1.2228, 0.0976)
C (2.4309, 1.7688, 1.5326)
C (3.5908, 3.3088, -3.5946)
H (1.3681, 4.8228, -1.5569)
H (3.6783, -5.7247, -2.3707)
C (-4.7674, 1.0333, -0.8948)
C (-0.5546, 3.1380, -0.5808)
O (0.8391, -5.5429, 0.6616)
H (-0.7515, 0.9232, 5.1957)
N (-6.0550, 1.1331, -0.6770)
C (3.3627, -5.2771, -0.2791)
H (1.1359, -3.0234, -2.6078)
O (-1.4789, 2.3078, -0.8144)
C (3.3076, 3.4257, 3.0352)
H (-3.3114, -4.3319, -1.3892)
O (-0.5125, 4.3253, -0.4937)
C (3.3722, 1.9624, -3.2328)
C (-2.4359, -3.7914, -1.0600)
H (-3.4120, -1.8770, -1.0588)
H (2.4984, 0.7450, 1.1697)
C (2.5853, 4.4015, 2.3636)
C (-4.3894, 0.8535, 1.3775)
H (-1.1499, -5.5138, -0.9109)
H (4.9099, -6.3488, -1.2725)
H (3.7765, -2.9287, -1.0647)
C (1.6800, 2.7445, 0.8582)
H (2.6555, 5.4341, 2.6765)
H (3.0101, 5.3622, -3.2709)
C (1.7665, 4.0652, 1.2969)
H (2.3371, -1.7333, -2.7956)
O (0.5953, 0.9364, -0.3691)
N (-2.1298, 0.6453, 2.1614)
H (-8.0977, 1.0802, 1.7958)

Properties
**Relative energy (zero: lowest compared OMol25 entry of this formula, charge and spin)**: 0.000 eV
**HOMO-LUMO gap (alpha / beta)**: 5.04 / 3.24 eV
**E**: -56642.009 eV
**Largest force on an atom**: 0.0805 hartree/bohr
**Total charge**: +3
**Multiplicity**: 2
**HOMO level (alpha / beta)**: -15.8 / -15.8 eV

And the Mulliken charges, in e, turn out to be: atom 1 (C): -0.50, atom 2 (C): -0.01, atom 3 (C): 1.09, atom 4 (C): 0.11, atom 5 (H): 0.49, atom 6 (N): -0.23, atom 7 (H): 0.48, atom 8 (H): 0.09, atom 9 (C): -0.69, atom 10 (C): -0.75, atom 11 (C): 0.40, atom 12 (N): 0.23, atom 13 (H): 0.48, atom 14 (N): -0.10, atom 15 (H): 0.45, atom 16 (H): 0.56, atom 17 (H): 0.45, atom 18 (C): -0.65, atom 19 (C): 0.16, atom 20 (C): -1.10, atom 21 (H): 0.46, atom 22 (H): 0.49, atom 23 (H): 0.19, atom 24 (C): -0.43, atom 25 (H): -0.02, atom 26 (C): -1.21, atom 27 (C): -0.80, atom 28 (H): 0.46, atom 29 (C): 0.17, atom 30 (C): 0.02, atom 31 (C): -0.95, atom 32 (C): 2.75, atom 33 (N): -0.62, atom 34 (H): 0.33, atom 35 (H): 0.50, atom 36 (Ir): 2.36, atom 37 (C): 0.34, atom 38 (N): -0.28, atom 39 (C): -0.26, atom 40 (H): 0.45, atom 41 (H): 0.31, atom 42 (C): 0.05, atom 43 (H): -0.32, atom 44 (H): 0.31, atom 45 (N): -0.64, atom 46 (H): 0.28, atom 47 (C): -0.37, atom 48 (C): -0.65, atom 49 (H): 0.45, atom 50 (H): 0.30, atom 51 (C): 0.59, atom 52 (C): 0.15, atom 53 (O): -0.60, atom 54 (H): 0.47, atom 55 (N): -0.69, atom 56 (C): -0.48, atom 57 (H): 0.22, atom 58 (O): -0.76, atom 59 (C): -0.56, atom 60 (H): 0.47, atom 61 (O): -0.58, atom 62 (C): -0.56, atom 63 (C): -0.92, atom 64 (H): 0.36, atom 65 (H): 0.74, atom 66 (C): -0.99, atom 67 (C): 0.06, atom 68 (H): 0.57, atom 69 (H): 0.41, atom 70 (H): 0.45, atom 71 (C): -0.04, atom 72 (H): 0.46, atom 73 (H): 0.49, atom 74 (C): -0.35, atom 75 (H): 0.15, atom 76 (O): -0.60, atom 77 (N): -0.30, atom 78 (H): 0.26

***

# C32H33N2O3

A 2-piece molecular cluster, C32H33N2O3 overall (ωB97M-V with the def2-TZVPD basis set, the Open Molecules 2025 dataset).

Geometry (Å):
C (-0.0095, 0.0313, -4.7933)
H (0.7288, 2.8353, 1.4502)
C (5.4609, 1.7869, -1.2747)
H (-5.1759, -1.4709, 4.0084)
H (3.5146, -1.7774, 0.9855)
H (-3.9989, -3.5924, 2.3479)
C (2.1907, 0.1107, 3.9507)
C (-2.4394, 0.1104, -4.5524)
H (-3.1553, -2.4679, 3.4308)
C (-4.2916, -0.6612, 1.2238)
C (2.7657, 1.8610, -0.5978)
C (0.1120, -1.1039, 3.5820)
C (4.7802, 3.0202, -1.1472)
C (-3.4108, -1.7545, 1.3988)
H (-1.7363, -2.8279, 0.5694)
O (-1.3008, 0.7291, -6.6389)
H (3.8234, -1.9998, -0.7433)
H (-3.2786, 0.3498, -7.3179)
H (-6.0490, -2.4883, 2.8237)
H (0.8450, 0.1311, -5.4582)
N (1.5220, 1.5865, -0.0775)
C (1.0905, -0.6176, 4.4720)
C (0.5830, 2.5801, 0.3887)
H (-2.9763, 2.0301, -6.7065)
H (5.3443, -0.3730, -0.8840)
C (3.0539, -1.7072, -0.0164)
H (-0.7158, -1.6672, 4.0031)
H (3.1291, 0.9284, 2.2149)
C (-2.8682, 0.2962, -0.4273)
C (-2.5409, 1.1718, -7.2499)
C (3.4532, 3.0747, -0.7020)
H (-3.2272, -0.5032, -2.7060)
H (-2.2524, 1.4881, -8.2541)
C (-1.2850, 0.2981, -5.3526)
H (0.4382, -0.2242, -0.3516)
C (-5.1778, -1.8393, 2.9773)
C (-2.2937, -0.3305, -3.2504)
N (2.6055, -0.3649, -0.3223)
C (1.3739, 0.1785, 0.2323)
H (-3.4322, 0.2854, -4.9690)
H (1.9329, 0.6591, 6.7517)
H (-0.4397, 2.1959, 0.2393)
H (1.4668, -0.7904, 7.6930)
C (3.4473, 0.6352, -0.7415)
H (5.3204, 3.9430, -1.3721)
C (-0.8951, -1.0081, -1.2691)
H (2.9564, 4.0098, -0.4230)
C (-2.3371, -1.9090, 0.5363)
C (-1.0216, -0.5403, -2.6412)
H (-4.8020, 1.1311, 0.1618)
C (2.2650, 0.3626, 2.5842)
C (0.1225, -0.3406, -3.4682)
H (2.9804, 0.4785, 4.6070)
H (-2.6236, 1.1427, -1.0695)
H (1.1184, -0.4669, -3.0390)
C (1.8625, -0.4377, 6.7451)
O (0.8924, -0.9032, 5.7824)
H (2.1751, -2.3693, -0.0852)
H (0.7441, 3.4947, -0.1909)
H (-0.2373, -1.8997, -1.1102)
O (-5.3340, -0.6528, 2.1010)
C (0.2237, -0.8763, 2.2213)
H (6.5076, 1.7839, -1.5871)
H (2.8545, -0.8751, 6.5652)
H (-0.5079, -1.2963, 1.5313)
C (-4.0603, 0.3432, 0.2651)
C (-3.8665, -2.5347, 2.5927)
C (-2.0346, -0.8661, -0.3852)
C (4.8217, 0.5822, -0.9705)
C (1.2684, -0.1081, 1.7092)

Properties
**HOMO-LUMO gap**: 4.32 eV
**E**: -42833.660 eV
**Largest force on an atom**: 0.0390 hartree/bohr
**Total charge**: +1
**HOMO level**: -9.2 eV

And the Mulliken charges, in e, turn out to be: atom 1 (C): -0.98, atom 2 (H): 0.31, atom 3 (C): -0.70, atom 4 (H): 0.34, atom 5 (H): 0.33, atom 6 (H): 0.35, atom 7 (C): -0.94, atom 8 (C): -0.79, atom 9 (H): -0.01, atom 10 (C): -0.04, atom 11 (C): 1.01, atom 12 (C): -0.66, atom 13 (C): -0.66, atom 14 (C): 1.00, atom 15 (H): 0.41, atom 16 (O): -0.43, atom 17 (H): 0.45, atom 18 (H): 0.32, atom 19 (H): 0.26, atom 20 (H): 0.45, atom 21 (N): 0.58, atom 22 (C): 0.74, atom 23 (C): -0.92, atom 24 (H): 0.34, atom 25 (H): 0.35, atom 26 (C): -1.14, atom 27 (H): 0.46, atom 28 (H): 0.45, atom 29 (C): -0.87, atom 30 (C): -0.79, atom 31 (C): -0.84, atom 32 (H): 0.45, atom 33 (H): 0.25, atom 34 (C): 0.79, atom 35 (H): -1.99, atom 36 (C): -0.36, atom 37 (C): -0.50, atom 38 (N): 0.64, atom 39 (C): 0.98, atom 40 (H): 0.40, atom 41 (H): 0.35, atom 42 (H): 0.06, atom 43 (H): 0.25, atom 44 (C): 0.82, atom 45 (H): 0.38, atom 46 (C): -0.63, atom 47 (H): 0.35, atom 48 (C): -0.63, atom 49 (C): 0.35, atom 50 (H): 0.46, atom 51 (C): -0.84, atom 52 (C): -0.11, atom 53 (H): 0.41, atom 54 (H): 0.73, atom 55 (H): 0.45, atom 56 (C): -0.86, atom 57 (O): -0.46, atom 58 (H): 0.24, atom 59 (H): 0.46, atom 60 (H): 0.50, atom 61 (O): -0.52, atom 62 (C): 0.76, atom 63 (H): 0.39, atom 64 (H): 0.34, atom 65 (H): -0.08, atom 66 (C): -1.39, atom 67 (C): -0.28, atom 68 (C): 1.67, atom 69 (C): -0.79, atom 70 (C): -0.41

***

# C32H34AlAsN5O3PS2

C32H34AlAsN5O3PS2 as an isolated structure (ωB97M-V with the def2-TZVPD basis set, the Open Molecules 2025 dataset).

Geometry (Å):
C (0.0776, -1.7924, -1.7645)
H (4.3163, -4.7457, 4.7000)
H (2.9348, -4.1446, 0.2200)
H (3.8027, -1.1182, 3.1795)
C (0.8722, -3.0046, 4.8304)
C (-0.2059, -2.0750, -4.1101)
C (2.1986, 4.2663, 2.9897)
H (-0.5478, -0.0891, -3.7925)
C (-4.9107, 1.1159, 3.9062)
N (0.1729, -1.3144, -0.7043)
H (2.3668, 5.7331, 4.5472)
C (3.1471, -3.5340, -0.6494)
As (1.6520, -0.6118, 2.0959)
C (-2.5201, 1.3707, 3.9223)
S (3.7874, -2.7334, -2.9430)
C (-2.5591, 1.8319, 2.6040)
H (-0.0891, -2.3807, 2.4228)
H (1.2619, -3.0012, 1.4758)
C (2.7947, -3.7260, 3.5832)
H (-2.4491, 6.1858, -2.1221)
H (3.5797, -5.0550, -2.1802)
C (-2.1957, 5.4093, -1.4130)
C (-3.7809, 1.9222, 1.9388)
N (-0.4706, -0.8255, -4.4758)
C (-2.3802, 5.6093, -0.0519)
O (-0.8124, 1.4915, -2.8387)
C (-2.0324, 4.6304, 0.8717)
O (0.6335, 1.5558, -0.8339)
H (-2.7960, 6.5455, 0.2980)
C (1.3585, 3.3689, 2.3500)
H (-0.6626, -0.5937, -5.4353)
C (-4.9523, 1.5751, 2.5965)
H (0.1811, 0.2461, 3.9661)
C (3.5712, -0.6371, 2.2336)
H (-3.8256, 2.2649, 0.9135)
H (1.6938, -0.4303, 4.5812)
H (-0.3090, -2.8738, -5.9931)
H (-1.4568, 3.8387, 4.2014)
C (0.0317, 3.2251, 2.7682)
H (4.0033, -1.1816, 1.4061)
C (-1.3591, 3.2403, -0.9246)
C (1.5550, -3.0875, 3.6173)
N (3.1160, -2.1542, -0.5492)
C (1.2567, 0.1934, 3.8087)
C (1.4177, -3.5472, 5.9858)
H (0.0404, 5.4429, 5.3246)
H (3.0827, -4.5955, 6.8471)
Al (0.1127, 0.2466, 0.3458)
N (-0.1491, -3.0427, -5.0170)
C (-3.6929, 1.0126, 4.5695)
H (3.3256, -3.8139, 2.6382)
C (-0.4379, 3.9621, 3.8495)
H (3.9316, 0.3891, 2.2400)
H (-5.8278, 0.8437, 4.4139)
H (-3.6574, 0.6519, 5.5910)
C (3.4358, -1.6178, -1.6945)
C (0.9974, -2.4486, 2.3754)
H (0.0615, -3.9770, -4.7153)
H (1.6755, 1.1915, 3.8659)
C (2.6597, -4.1704, 5.9438)
C (3.3464, -4.2626, 4.7389)
S (-0.7693, 1.6960, -1.4279)
H (-2.1719, 4.8214, 1.9276)
N (0.0278, -2.4292, -2.8508)
O (-1.5276, 0.6955, -0.6006)
C (3.4786, -4.0240, -1.8702)
C (-1.6827, 4.2070, -1.8641)
H (1.7235, 2.7872, 1.5120)
H (-1.5786, 1.3180, 4.4586)
C (-1.5081, 3.4172, 0.4573)
C (0.4082, 4.8595, 4.4890)
H (-0.1023, -2.5260, 4.8662)
H (3.4985, -0.5459, -1.8641)
H (3.2232, 4.3844, 2.6580)
H (-1.5324, 4.0098, -2.9195)
H (0.8758, -3.4841, 6.9227)
C (1.7171, 5.0196, 4.0549)
P (-1.0080, 2.1616, 1.7388)
H (-5.9038, 1.6623, 2.0828)

Properties
**Relative energy (zero: lowest compared OMol25 entry of this formula, charge and spin)**: 0.969 eV
**HOMO-LUMO gap**: 8.09 eV
**E**: -145714.800 eV
**Largest force on an atom**: 0.0245 hartree/bohr
**Total charge**: +2
**HOMO level**: -13.3 eV

And the Mulliken charges, in e, turn out to be: atom 1 (C): 0.77, atom 2 (H): 0.43, atom 3 (H): 0.27, atom 4 (H): 0.47, atom 5 (C): -0.36, atom 6 (C): 0.67, atom 7 (C): -0.70, atom 8 (H): 0.17, atom 9 (C): -0.60, atom 10 (N): -0.03, atom 11 (H): 0.42, atom 12 (C): -0.59, atom 13 (As): 0.92, atom 14 (C): -0.35, atom 15 (S): -0.12, atom 16 (C): 0.52, atom 17 (H): 0.77, atom 18 (H): 0.40, atom 19 (C): -0.06, atom 20 (H): 0.44, atom 21 (H): 0.46, atom 22 (C): -0.73, atom 23 (C): -0.68, atom 24 (N): -0.17, atom 25 (C): -0.86, atom 26 (O): -0.96, atom 27 (C): -0.34, atom 28 (O): -0.39, atom 29 (H): 0.47, atom 30 (C): -0.73, atom 31 (H): 0.25, atom 32 (C): -0.81, atom 33 (H): -0.06, atom 34 (C): -1.13, atom 35 (H): 0.42, atom 36 (H): 0.71, atom 37 (H): 0.20, atom 38 (H): 0.48, atom 39 (C): 1.15, atom 40 (H): 0.27, atom 41 (C): 0.33, atom 42 (C): 0.22, atom 43 (N): 0.12, atom 44 (C): -0.99, atom 45 (C): -0.68, atom 46 (H): 0.46, atom 47 (H): 0.40, atom 48 (Al): -0.07, atom 49 (N): -0.35, atom 50 (C): -1.05, atom 51 (H): 0.29, atom 52 (C): -0.50, atom 53 (H): 0.48, atom 54 (H): 0.43, atom 55 (H): 0.46, atom 56 (C): -0.34, atom 57 (C): -1.04, atom 58 (H): 0.25, atom 59 (H): 0.49, atom 60 (C): -0.53, atom 61 (C): -0.78, atom 62 (S): 1.80, atom 63 (H): 0.50, atom 64 (N): -0.56, atom 65 (O): -0.52, atom 66 (C): -0.31, atom 67 (C): -0.45, atom 68 (H): 0.38, atom 69 (H): 0.59, atom 70 (C): -0.72, atom 71 (C): -0.75, atom 72 (H): 0.41, atom 73 (H): 0.42, atom 74 (H): 0.46, atom 75 (H): 0.53, atom 76 (H): 0.42, atom 77 (C): -0.66, atom 78 (P): 1.45, atom 79 (H): 0.44

***

Molar mass values, unit g/mol, following the record order: 785.9; 493.6; 733.7.